[1]
C48H69BrN8OS as an isolated structure in a non-equilibrium geometry, computed with ωB97M-V/def2-TZVPD.

Each line ends with the Mulliken charge.
CARTESIAN COORDINATES (ANGSTROEM)
H (3.8952, 4.9272, 2.4958)  0.1851
H (2.9286, 4.9671, -4.5753)  0.4001
C (5.5760, -9.1404, -0.1845)  -0.3851
H (-4.1677, -3.2173, 1.8961)  -0.0881
C (-5.7985, -1.5212, 5.1462)  -0.5952
H (6.8759, -0.5614, 2.1324)  0.2196
H (3.5489, 8.9181, -5.8805)  0.3725
H (-0.0720, 3.7905, -0.6507)  0.6289
H (-4.3517, -4.3726, 0.0175)  0.3317
H (4.9700, -1.9114, -1.4217)  0.4175
C (-7.8040, -2.3649, -0.8213)  -1.2032
H (-6.8437, -1.8753, 5.1354)  0.3340
C (-5.3714, -5.0909, 1.8318)  -0.7790
H (3.1660, -3.4832, 1.6331)  0.3205
H (-3.8295, 4.7297, -0.5771)  0.4717
H (6.5220, -9.6486, -0.0935)  0.3984
H (-6.1710, -0.7003, 0.1220)  0.1071
C (1.7191, 0.3542, 0.8309)  -0.6659
N (-2.2860, 0.7635, 2.6665)  -0.6146
C (4.1359, 8.0696, 2.9318)  -0.6514
H (3.4723, -7.1232, -1.4599)  0.2014
H (5.2606, 4.9394, -5.9549)  0.4054
C (-4.8215, 4.5564, -0.9619)  -0.6785
C (4.2242, -2.2733, -0.6972)  -0.8613
H (3.8637, 9.1047, 2.8061)  0.3956
H (2.0867, 7.3236, -4.6192)  0.2273
H (0.0255, -0.8169, -0.9605)  0.2495
H (2.1736, 3.8850, 0.8628)  0.4090
C (2.2687, -0.9608, 0.1955)  -0.8847
H (-6.1799, 0.5568, -1.1440)  -0.0014
C (7.4541, 0.3767, 0.3266)  -0.5768
C (1.9175, 4.4376, -0.0268)  -0.5103
C (-7.0569, -1.3546, -1.7249)  -0.9945
C (4.6218, 5.7885, -5.7749)  -0.4988
H (5.9180, 8.1264, 4.2888)  0.3927
C (3.4077, -4.1603, 0.7943)  -1.1070
N (2.9404, 7.0424, -5.0664)  0.0144
N (3.9683, -7.8037, -0.9136)  0.0193
C (3.7766, 7.8716, -5.7656)  -0.5407
H (6.7488, 1.1908, 0.3470)  0.4876
H (-5.1735, 6.2462, -2.3762)  0.3796
C (-5.4756, 5.3433, -1.8724)  -0.4962
H (-7.4024, 5.1612, -2.7201)  0.1773
C (0.9941, 5.3454, -1.8614)  -0.4734
C (3.8015, -1.1489, 0.3326)  -0.3282
C (-6.4784, -4.5994, -0.4735)  -0.9845
H (-4.5774, -2.0563, -1.6541)  0.6072
H (-8.5924, -1.8465, -0.2480)  0.3454
H (5.6613, 7.4909, -6.7965)  0.3868
H (0.3074, 5.5770, -2.6599)  0.3963
C (-3.3549, -0.0154, 0.7115)  0.5972
H (1.6165, 1.1639, 0.0852)  0.2583
C (-5.1870, -5.0472, 0.2850)  -0.8888
C (4.6520, -3.5674, 0.0554)  -0.4263
C (4.8315, 7.1235, -6.2152)  -0.3809
C (0.4146, 0.1994, 1.6480)  -1.0314
C (9.0609, -1.1323, -0.1089)  -0.3936
H (5.8226, 5.4339, 4.0119)  0.3716
H (2.4928, 0.7010, 1.5482)  0.4609
C (2.2309, 5.9080, -1.6786)  -0.6575
H (4.3456, -9.9533, 1.5018)  0.4088
H (2.0657, -0.8980, -0.8913)  0.4061
N (7.4789, -0.5563, 1.3302)  0.0552
H (-5.7017, -0.5787, 4.5720)  0.1263
C (4.4377, -9.2997, 0.6498)  -0.3601
N (4.1458, 5.8614, 2.7637)  0.0647
C (8.4265, 0.0485, -0.5794)  -0.4601
N (-4.4398, 0.3460, 1.4222)  -0.3801
H (4.0914, -1.4512, 1.3545)  0.3973
H (4.3054, -0.2270, -0.0003)  0.1471
H (5.3543, -3.2666, 0.8512)  0.1805
S (-3.8975, 0.9123, 2.8312)  0.0177
H (8.6575, 0.5930, -1.4803)  0.4254
C (5.1889, 6.1942, 3.5867)  -0.5960
H (3.6884, 5.5849, -0.1839)  0.2678
H (-5.4904, 2.6769, 0.0593)  0.4943
H (-6.4447, -5.0848, 2.0920)  0.4882
H (-6.2762, -4.5873, -1.5559)  0.3680
H (-5.9587, -2.6938, 0.4160)  -0.8663
C (-5.9731, -0.5066, -0.9383)  0.1997
H (2.6397, 6.9499, 1.7130)  0.4264
C (-4.6501, -3.9276, 2.5975)  -0.2565
H (5.8269, -7.8113, -1.9590)  0.3758
O (-4.9279, -2.4806, 4.5317)  -0.3983
H (1.6980, -1.8302, 0.5630)  0.3575
H (-6.1175, -2.3042, 2.8373)  0.2693
Br (-1.9428, -1.5773, -2.9170)  -0.2105
N (2.7845, 5.3546, -0.5584)  0.0798
C (-3.3692, -0.5994, -0.6067)  0.8952
H (-4.9579, -6.0241, 2.2549)  0.3801
C (5.2109, 7.5577, 3.7076)  -0.3288
C (-5.6397, -3.0900, 3.4580)  -0.4824
H (9.8703, -1.6643, -0.5812)  0.4235
C (-2.1189, 0.2553, 1.4400)  -0.0558
H (0.5402, -0.5738, 2.4319)  0.3428
H (3.3192, -2.5443, -1.2762)  0.4249
H (5.0708, -4.3164, -0.6366)  0.3524
H (0.2409, 1.1415, 2.2015)  0.4937
H (-7.7594, -0.6550, -2.2086)  0.4107
C (-0.8936, -0.5757, -0.4248)  0.5867
H (-6.5475, -1.9006, -2.5436)  0.3720
H (-7.7471, 3.0683, -1.3905)  0.3922
H (-4.4459, -0.4977, -2.4412)  0.7323
H (2.5156, -4.2048, 0.1498)  0.2435
C (5.2542, -8.2141, -1.1404)  -0.5070
N (-6.7069, 4.7905, -2.0989)  0.0189
H (-6.4243, -3.7851, 3.8232)  0.3876
H (-7.2733, -5.3119, -0.1948)  0.4111
C (8.4531, -1.4814, 1.0676)  -0.5737
C (-6.8436, 3.6539, -1.3484)  -0.8781
C (3.4627, -8.4644, 0.1732)  -0.5334
H (-5.4837, -1.3538, 6.1896)  0.2680
H (-8.3369, -3.0757, -1.4847)  0.4187
H (2.4566, -8.2822, 0.5123)  0.3892
H (3.6629, -5.1325, 1.2487)  0.3338
C (-0.8444, -0.0633, 0.8307)  0.5206
C (3.4469, 5.7706, -5.0718)  -0.3802
H (2.7632, 6.6528, -2.2465)  0.4485
H (-7.4516, -3.4021, 1.0239)  0.2805
H (-3.8307, -4.2932, 3.2406)  0.5115
H (-4.8908, -6.0639, -0.0330)  0.4104
C (-2.1295, -0.8443, -1.1446)  -1.3624
C (0.7950, 4.4111, -0.8111)  -0.5844
H (8.6292, -2.3048, 1.7395)  0.3959
C (-6.8810, -3.2055, 0.0956)  1.1651
C (-5.6905, 3.4830, -0.6293)  0.1230
C (-4.5937, -0.9681, -1.4487)  -1.4915
C (3.4967, 7.0004, 2.3643)  -0.2563

LUMO   -0.55 eV
Total charge   0
HOMO level   -0.305 hartree

[2]
C48H70CsFNO3P3Si as an isolated structure in a non-equilibrium geometry, computed with ωB97M-V/def2-TZVPD.

Each line ends with the Mulliken charge.
CARTESIAN COORDINATES (ANGSTROEM)
H (-0.9675, 4.9657, -0.5245)  -0.0093
H (-0.1621, 4.0387, -4.9640)  0.3132
C (-0.6041, -4.5866, -1.3697)  -1.8530
P (0.4991, 3.0862, -2.2127)  0.2464
Si (-1.5615, 0.8617, -1.3327)  -0.4063
H (5.7134, -4.0682, 8.1896)  0.3001
H (2.1893, -1.2202, 3.7828)  0.3114
C (-1.4787, 2.5786, -5.8249)  -1.3275
H (-1.7005, -4.5242, -1.3325)  0.3002
C (-2.2915, 0.9617, -4.2646)  0.1918
C (-3.5696, 0.3013, 2.6168)  0.6075
C (-0.8312, 5.4460, -1.4969)  -1.1060
C (-0.0300, -3.1967, -1.2459)  0.6220
C (-3.0981, -2.7291, -3.1018)  -0.0360
H (-5.2378, 1.5419, 3.2967)  0.2570
H (-0.3183, -1.4862, 0.1001)  -0.2776
C (2.6849, 3.2066, -4.1591)  -1.5455
H (3.1317, 4.1744, -3.9544)  0.3459
H (6.7864, -5.9210, 2.8510)  0.3038
C (-4.1673, -0.6440, -1.6690)  -0.8339
H (-2.9109, 1.0375, -6.3225)  0.3248
H (0.6342, -0.0175, 6.4476)  0.2838
C (1.4985, -3.4149, -3.9025)  -1.4788
H (-0.2197, 5.7501, -4.0904)  0.3760
H (-1.3587, -2.1494, -5.5756)  0.2633
F (4.3318, 0.7885, -0.5682)  -0.8302
H (-4.0013, -1.7636, 2.4879)  0.5932
H (-2.9712, 0.1390, -4.0773)  0.1756
H (1.3209, 5.1980, -1.5181)  0.4522
H (4.6028, -1.9311, -0.5983)  0.2130
H (-4.6122, 0.1474, -1.0680)  0.4671
H (0.8122, 6.8330, -3.2181)  0.4598
C (7.0818, -3.9316, 2.1004)  -0.2794
H (-0.4125, 3.6007, 1.8259)  0.3365
C (-0.2829, -2.4053, -5.4152)  -1.7374
H (3.0819, 0.6418, -3.2921)  0.6598
H (-5.1408, 4.3873, -2.2129)  0.4020
C (-5.0293, 3.9346, -0.1561)  -0.7205
H (1.5233, -2.7291, 5.9482)  0.4203
H (-1.4996, -2.7427, 0.2412)  0.3712
H (-3.8293, 3.5653, 3.6452)  0.2193
C (-4.4659, -2.5710, -3.0689)  -1.0478
C (-3.0118, 2.0516, -0.8191)  0.3844
C (5.4989, -2.3140, 2.8194)  -0.2810
H (2.9066, 2.6787, -2.1156)  0.8630
H (-5.7831, 4.6780, 0.1452)  0.2379
O (1.8602, -0.3067, 3.7133)  -0.6935
H (1.0697, -3.3355, -1.1944)  0.7746
C (5.2923, -4.5187, 3.6060)  0.1220
H (4.7980, -5.2620, 4.1772)  0.5250
H (-3.2618, 0.1735, 3.6663)  0.6694
C (4.8106, -3.4447, 6.4040)  -0.4018
P (-2.2730, 1.4757, 1.8288)  0.1901
H (0.2813, -1.4930, -5.5716)  0.2132
H (5.7326, -3.5870, 5.8705)  0.3545
C (6.4268, -4.8762, 2.8887)  -0.5775
C (2.4806, -2.9442, 6.4588)  -0.2109
C (0.6626, 5.7717, -3.4713)  -1.8282
H (1.9291, -3.8274, -4.8274)  0.4701
C (3.6040, -3.6688, 8.4967)  -0.5734
C (-4.6529, 3.7809, -1.4533)  -1.1161
Cs (1.9292, 0.2610, 0.5044)  1.4880
H (-0.3672, -5.0579, -2.3171)  0.4315
O (0.2534, 0.5105, 5.7585)  -0.6462
H (2.5955, 0.1941, 4.1724)  0.3493
C (3.6556, -3.0991, 5.6324)  0.2484
C (-1.4683, 1.4410, -3.2199)  0.1626
C (-2.7543, -0.6521, -1.8580)  0.5328
C (-3.4692, -1.0135, 1.8903)  -1.6241
H (1.4903, 5.4801, -4.1274)  0.3104
H (-3.2686, 2.1949, 4.6191)  0.3199
H (0.5292, 0.0598, 4.9031)  0.4212
H (-1.1075, 2.2488, 3.6413)  0.2138
H (-5.5773, -0.1550, 2.9652)  0.5852
H (1.5487, 0.5248, -2.3932)  -0.5353
C (-4.3540, 3.2488, 0.8733)  -0.3640
H (-2.4620, -1.3415, 1.7458)  0.2176
C (-0.6710, 2.5709, -3.5138)  0.2409
H (1.5522, -3.2950, 8.4073)  0.3656
H (-2.6746, -3.5372, -3.7025)  0.2525
H (-1.5034, 3.0168, -6.7960)  0.3907
C (-3.3007, 2.3627, 0.5114)  0.2064
C (-1.8848, 2.7131, 3.0703)  0.8756
H (4.7911, -0.3480, -1.0659)  0.4093
H (3.4666, 2.5983, -4.6111)  0.4432
H (7.0186, -1.8515, 1.4119)  0.3990
O (4.9790, -1.3335, -1.2750)  -0.7231
H (-1.7530, 5.2828, -2.1360)  0.1856
C (0.0156, -3.0530, -4.0672)  0.7752
C (4.7760, -3.7268, 7.7502)  -0.6309
H (-4.6584, 3.3687, 1.9132)  0.0292
C (4.7850, -3.2321, 3.6124)  -0.2346
C (2.0890, 1.0521, -3.2051)  -1.4828
C (-0.7409, 3.1493, -4.7802)  -0.5512
C (0.4711, 4.9559, -2.1825)  0.5159
H (7.9105, -4.2841, 1.4724)  0.2984
H (-0.8670, 4.6602, 3.1999)  0.4700
C (-2.2161, -1.8091, -2.4996)  -0.1358
H (-3.5166, 2.7350, -2.8132)  0.3041
H (2.1098, -2.5008, -3.6289)  0.2153
C (-2.2753, 1.4808, -5.5418)  -0.8764
C (2.1497, 2.5467, -2.8968)  0.6299
C (2.4437, -3.2663, 7.8123)  -0.5060
H (1.8984, 3.3686, -4.9162)  0.2108
H (-3.9124, -0.9352, 0.8929)  0.1767
H (-0.2448, -5.2521, -0.5962)  0.4216
H (-0.7430, 6.5380, -1.2995)  0.5343
H (-5.4152, 1.0042, 1.6482)  0.2292
H (1.5487, 0.8557, -4.1420)  0.3827
C (-5.0409, 0.7057, 2.6324)  -1.6991
H (-2.5706, 3.8109, 4.8218)  0.4851
H (-0.5606, -3.9925, -4.0672)  0.3107
H (0.0155, -3.0149, 0.9720)  0.6824
H (-5.0727, -3.2714, -3.6392)  0.3472
P (-0.3697, -1.9653, -2.6338)  1.0051
H (0.0201, -3.1332, -6.1839)  0.5375
H (5.1487, -1.2780, 2.7051)  0.3189
H (-6.0718, -1.3709, -2.2291)  0.3282
N (3.6015, -2.9162, 4.2934)  -0.5242
C (-3.7442, 2.8189, -1.7595)  0.3431
H (1.6796, -4.1143, -3.1050)  0.2855
C (6.6088, -2.6070, 2.0647)  -0.7611
C (-1.2291, 3.9189, 2.4559)  -1.4747
C (-2.9529, 3.0995, 4.0934)  -1.5727
C (-0.4309, -2.5828, 0.1083)  -1.7576
H (-1.9537, 4.5235, 1.8149)  0.1833
C (-4.9934, -1.5522, -2.3013)  -0.8262
H (3.6050, -3.9439, 9.5154)  0.4067

LUMO   3.62 eV
Total charge   -2
HOMO level   -0.054 hartree

Which of these has the highest HOMO level? C48H70CsFNO3P3Si